The following is a DFT calculation (the ωB97M-V functional and the def2-TZVPD basis) of C30H26N3O3SbSe4Tc as an isolated structure.

Structure (XYZ):
```
68
Properties=species:S:1:pos:R:3:forces:R:3:mulliken_charge:R:1
Sb 0.7035 4.7569 1.5407 -0.21 0.02 0.05 0.663
Tc -0.9943 1.6379 0.1018 0.39 -0.19 -0.13 -0.095
Se 2.1065 3.3909 3.2664 0.16 0.02 -0.04 -0.111
Se -1.4232 5.1391 2.5190 -0.16 0.00 -0.01 -0.468
Se 0.1947 3.3968 -0.7517 -0.14 0.01 -0.06 -0.146
Se 2.4176 6.2116 0.8872 0.24 0.09 0.00 -0.512
O -1.4186 0.0065 2.0983 -0.03 -0.04 0.17 -0.351
O 0.9723 1.9547 3.8294 -0.08 -0.15 0.00 -0.635
O -0.0315 2.1009 1.8895 -0.15 -0.08 -0.05 0.281
N -2.0550 1.5273 -1.6596 -0.17 0.05 -0.17 1.121
N -2.9854 1.9832 0.6258 0.04 -0.08 -0.01 0.244
N -3.2927 1.7624 -1.6920 0.10 -0.01 0.24 -0.996
C 0.8934 -0.8358 -0.4880 0.09 0.09 0.05 -0.592
C -3.8344 1.9899 -0.4154 0.12 -0.01 -0.44 0.269
C -0.6801 0.3529 -3.3211 0.03 -0.07 -0.06 -0.105
C -1.4851 1.4282 -2.9890 -0.11 0.01 0.30 0.320
C -5.6681 2.5063 0.9908 0.02 -0.02 -0.11 -0.208
C 5.6619 -1.0516 -2.0453 0.04 -0.01 -0.02 -0.434
C 3.6702 -0.2959 -0.9437 0.06 0.03 -0.04 -0.509
C 0.1666 0.1666 -0.3435 -0.33 0.07 0.08 0.634
C -5.1853 2.2405 -0.2827 0.02 0.03 0.15 -0.564
C -4.7901 2.5259 2.0634 0.09 0.01 0.08 -1.113
C 0.5547 -0.9292 3.1948 -0.03 0.00 0.03 -1.658
C -0.1510 0.2831 -4.6006 -0.02 0.03 0.04 -0.918
C 0.5505 -5.6361 0.9258 -0.02 -0.03 0.01 -0.456
C -1.7627 2.4397 -3.8964 0.04 -0.01 -0.06 -0.191
C -1.2846 0.1889 4.5245 0.02 0.02 0.03 -1.837
C 0.0400 -3.5746 -0.1890 -0.02 0.00 0.00 -0.330
C 1.7869 -1.8498 -0.5355 0.06 -0.03 -0.05 0.779
C -0.3666 -4.8042 0.2932 0.02 0.02 -0.01 -0.846
C -0.5104 0.1630 3.2163 -0.04 0.03 -0.14 1.504
C 3.8756 -2.6033 -1.6470 0.07 -0.01 -0.04 -0.256
C 1.3751 -3.1749 -0.0644 0.00 0.03 -0.02 0.402
C -3.4492 2.2640 1.8476 -0.05 0.09 0.04 -0.315
C 1.8729 -5.2417 1.0699 0.00 0.03 -0.02 -0.894
C -0.4084 1.2926 -5.5176 0.01 0.00 -0.01 -0.456
C -1.2088 2.3692 -5.1642 -0.01 0.01 0.02 -0.695
C 4.9336 -0.0357 -1.4378 -0.04 0.00 0.03 -0.834
C 2.2908 -4.0200 0.5689 0.00 -0.04 0.06 -0.270
C 0.1589 1.5003 2.9459 0.19 0.04 0.14 0.257
C 3.1348 -1.5862 -1.0345 -0.09 -0.03 0.04 0.661
C 5.1320 -2.3301 -2.1581 -0.05 0.00 0.03 -0.862
H -0.6617 -2.9232 -0.6952 -0.01 0.00 0.00 0.488
H 0.2317 -6.5975 1.3054 0.00 -0.01 0.01 0.428
H 5.6970 -3.1124 -2.6451 0.01 -0.01 -0.01 0.423
H -1.8284 -0.7490 4.6386 0.00 -0.01 0.01 0.471
H 2.5795 -5.8862 1.5734 0.02 -0.01 0.01 0.441
H -1.4034 3.1586 -5.8761 0.00 0.02 -0.01 0.396
H 5.3528 0.9565 -1.3502 0.01 0.02 0.00 0.451
H -5.1296 2.7608 3.0613 0.00 0.00 0.01 0.469
H -2.7145 2.3097 2.6367 -0.05 -0.01 0.03 0.526
H -5.8161 2.2379 -1.1583 0.01 0.00 -0.03 0.553
H -0.6033 0.2983 5.3665 0.02 0.02 0.00 0.402
H 3.0975 0.4908 -0.4692 -0.02 0.01 0.01 0.536
H 0.4625 -0.5622 -4.8793 0.01 -0.02 -0.01 0.419
H -6.7185 2.7136 1.1384 -0.02 0.00 0.02 0.433
H -2.3811 3.2759 -3.6035 -0.02 0.00 0.02 0.479
H -1.3929 -5.1215 0.1716 -0.02 -0.01 0.00 0.450
H 3.4529 -3.5936 -1.7490 0.00 0.01 -0.02 0.590
H -0.4949 -0.4382 -2.6093 -0.03 0.04 -0.01 0.305
H 3.3173 -3.7051 0.6968 0.00 0.01 0.01 0.622
H 0.0899 -1.8957 3.4001 -0.01 -0.01 -0.01 0.543
H 1.3023 -0.7419 3.9639 -0.01 0.00 0.01 0.447
H -1.6599 -0.9258 2.0352 0.03 0.02 -0.05 0.309
H 0.0159 1.2408 -6.5107 0.01 0.00 -0.01 0.405
H 6.6495 -0.8447 -2.4351 0.01 0.01 -0.01 0.415
H -1.9956 1.0135 4.5482 -0.02 0.01 -0.01 0.311
H 1.0441 -0.9699 2.2225 0.02 0.01 0.00 0.213
```
Forces are in eV/Å.

E = -11475.3001 hartree
HOMO = -9.930 eV
Net charge = +1



The following is a DFT calculation (the ωB97M-V functional and the def2-TZVPD basis) of C30H27AuIN4O2S as an isolated structure.

Structure (XYZ):
```
66
Properties=species:S:1:pos:R:3:forces:R:3:mulliken_charge:R:1
Au -0.5229 0.0143 -2.4220 0.33 0.00 -0.02 0.700
I -0.5902 -1.5483 -4.4413 -0.05 -0.43 -0.51 0.069
S -0.3086 2.0442 -1.3056 -0.02 0.16 0.02 -0.527
O -2.4252 0.4266 -3.0980 -0.09 0.14 -0.07 -0.738
O -0.6710 4.0208 3.1008 0.03 0.04 -0.03 -0.529
N -3.1060 -1.4460 0.7432 -0.08 -0.07 -0.08 0.077
N -1.8191 -1.6387 -1.0187 -0.13 0.15 0.07 -0.262
N -0.5093 0.6152 0.9436 0.01 0.16 -0.04 1.046
N -0.5694 2.9590 1.1007 0.10 -0.13 0.07 -0.021
C 2.0946 -2.6358 -5.2600 -0.11 -0.02 -0.05 -0.599
C -0.4706 1.8051 0.3843 -0.15 -0.10 0.02 0.378
C 1.4546 -0.5093 -2.1901 -0.03 0.08 -0.06 0.766
C 2.0988 -1.3249 -3.1839 -0.02 -0.08 0.05 -0.216
C -5.2092 -0.1979 -0.7826 -0.05 0.01 -0.01 -0.846
C -3.6184 0.3392 -2.5318 0.09 -0.03 0.28 0.586
C -1.3211 -2.4306 -0.0076 -0.01 -0.16 0.08 -0.463
C -4.6879 0.8930 -3.2571 -0.02 0.11 0.12 -0.625
C 2.2406 2.4464 1.7430 -0.01 -0.02 -0.01 0.038
C 2.1991 -0.0875 -1.1228 -0.01 0.05 0.04 1.351
C 1.3039 2.7549 2.7268 -0.02 -0.08 0.02 0.657
C -3.8980 -0.2571 -1.2795 0.10 0.07 -0.20 0.236
C -2.1137 -2.3317 1.0919 -0.04 -0.11 -0.17 -0.766
C 3.4744 -2.8818 -5.1230 0.05 -0.01 0.03 -0.670
C -0.0406 3.2854 2.3959 -0.07 0.02 -0.01 -0.322
C 3.4818 -1.6280 -3.0472 -0.01 -0.01 -0.02 0.651
C 4.1400 -2.3989 -4.0370 -0.01 -0.01 -0.01 -0.893
C 0.3114 -0.6340 2.9114 -0.02 -0.01 0.02 0.114
C -2.9126 -1.0543 -0.5463 -0.12 -0.18 0.03 0.759
C -0.0056 -1.0223 4.3493 0.04 0.02 -0.01 -1.586
C 1.6391 2.6443 4.0745 -0.03 -0.08 0.00 -0.570
C 4.1944 -1.1700 -1.9144 -0.03 0.00 0.02 -0.896
C 3.8214 1.8581 3.4544 0.01 0.00 -0.01 -0.552
C 1.4589 -1.8921 -4.3142 0.10 0.12 0.16 0.872
C 2.8927 2.1822 4.4360 -0.01 0.00 0.01 -0.656
C -6.2316 0.4022 -1.4804 0.00 -0.04 0.08 -0.808
C -5.9615 0.9357 -2.7379 0.02 0.02 -0.09 -0.430
C 3.5600 -0.4312 -0.9670 0.01 -0.03 -0.03 -1.011
C 3.5014 2.0039 2.1111 0.00 -0.01 0.02 -0.747
C -0.7954 0.2339 2.3311 -0.01 0.10 0.06 -0.961
H 0.7844 -1.6444 4.7671 -0.01 -0.01 0.00 0.421
H 1.5563 -3.0428 -6.1057 0.00 0.00 0.00 0.398
H 3.9891 -3.4653 -5.8734 -0.01 0.00 0.00 0.403
H 5.2420 -1.4250 -1.8186 0.00 0.01 -0.01 0.406
H 4.8046 1.5072 3.7391 0.00 0.00 0.00 0.436
H 0.9075 2.9198 4.8229 0.00 0.01 0.00 0.529
H -0.1002 -0.1368 4.9808 -0.01 -0.01 0.01 0.332
H -0.4639 -3.0659 -0.1599 0.07 0.09 0.03 0.511
H -5.4518 -0.6749 0.1593 0.00 -0.01 0.00 0.308
H -1.7350 -0.3228 2.3166 0.19 0.20 0.09 0.156
H -0.9673 1.1240 2.9296 0.08 0.08 0.02 0.733
H -0.9829 3.7442 0.6163 -0.07 -0.01 0.02 0.300
H 3.1526 2.0874 5.4816 0.00 -0.01 0.00 0.445
H 2.0109 2.5869 0.6935 -0.03 0.02 0.01 0.617
H 4.2398 1.7889 1.3500 0.01 0.02 0.01 0.555
H -0.9400 -1.5826 4.4146 -0.02 0.00 0.01 0.350
H -0.4746 -0.1623 0.2919 0.13 -0.06 0.04 -0.840
H 4.0902 -0.0808 -0.0910 0.00 -0.02 -0.02 0.331
H -6.7571 1.3866 -3.3172 0.00 -0.01 0.00 0.394
H 1.2614 -0.1006 2.8623 0.04 0.07 -0.01 0.067
H 0.4141 -1.5312 2.2930 0.02 0.06 0.01 0.432
H 5.1953 -2.6027 -3.9072 0.00 0.01 -0.01 0.414
H 1.7822 0.5575 -0.3667 -0.14 -0.01 0.04 -0.901
H -3.8627 -1.1465 1.3327 -0.06 -0.05 -0.01 0.213
H -2.0747 -2.8006 2.0594 0.00 -0.03 -0.01 0.511
H -4.4684 1.3133 -4.2293 0.03 0.01 0.01 0.468
H -7.2315 0.4256 -1.0712 0.00 0.00 0.00 0.406
```
Forces are in eV/Å.

E = -2360.2775 hartree
HOMO = -10.227 eV
Net charge = +1



The following is a DFT calculation (the ωB97M-V functional and the def2-TZVPD basis) of C30H27Br2IrN4OS2 as an isolated structure.

Structure (XYZ):
```
67
Properties=species:S:1:pos:R:3:forces:R:3:mulliken_charge:R:1
Ir 0.1647 0.0143 -0.2665 2.72 1.75 0.13 3.815
Br -2.0831 1.1461 -6.7838 -0.04 0.00 -0.05 -0.182
Br 2.8081 2.0176 -4.1026 -0.03 -0.03 0.03 -0.161
S -0.9019 -0.1971 1.8350 -0.63 -0.17 0.30 -0.474
S 1.3560 -1.7355 -1.1944 -0.01 -0.72 -0.21 -0.522
O 1.1531 0.9357 -1.6944 0.13 0.51 -1.40 -0.730
N -1.3057 0.1450 -1.6430 -0.99 -0.38 0.15 0.379
N 2.1921 0.1997 0.6619 -0.86 -0.49 0.52 0.486
N -0.9439 -2.4258 0.1559 -0.69 -0.60 0.32 0.299
N 0.0961 2.2981 0.5214 -0.55 -0.19 -0.33 0.869
C -0.7161 2.5333 1.7135 0.07 0.21 -0.15 -1.185
C 2.0676 -2.1765 0.3628 -0.07 -0.31 -0.21 1.306
C -1.3933 -4.3276 1.5305 0.07 0.00 0.09 -1.326
C -0.8374 0.5657 -2.8627 -0.39 -0.19 0.09 0.945
C 2.8779 -1.3786 2.4907 0.03 -0.01 0.04 -0.712
C -0.3395 3.1894 -0.5789 0.11 0.04 0.12 -1.294
C -1.1739 1.4401 2.4067 -0.08 -0.35 0.05 1.546
C -0.9717 3.8256 2.1711 0.04 -0.05 -0.03 -0.686
C 0.2369 1.4578 -5.2177 0.17 -0.01 0.14 -0.373
C -2.1464 2.9059 4.0493 0.00 -0.01 -0.01 -0.732
C -3.4584 -0.1763 -2.5954 0.02 0.05 0.02 -1.087
C 3.0895 -2.6973 2.8902 0.00 0.01 0.03 -0.840
C 1.5182 2.5204 0.8674 -0.01 0.04 0.12 -1.035
C -1.6914 4.0131 3.3346 -0.03 -0.04 0.06 -0.872
C -1.6373 -3.0116 -0.8265 0.23 0.05 0.17 -0.059
C -2.2539 -4.2374 -0.6861 -0.06 -0.08 -0.07 -1.069
C -3.0069 0.2052 -3.8281 0.00 0.02 -0.09 -0.771
C 2.8168 -3.7433 2.0232 -0.04 0.04 -0.09 -0.771
C -1.6618 0.6070 -3.9971 -0.10 -0.02 0.05 0.504
C 2.0692 1.3210 1.6141 0.34 0.14 0.01 -1.325
C -2.1365 -4.9091 0.5224 -0.04 -0.06 -0.04 -0.315
C 2.3694 -1.1388 1.2324 0.34 0.40 0.16 -0.394
C 1.0296 1.4114 -4.0461 0.15 0.21 -0.49 -0.011
C 2.2911 -3.4856 0.7584 0.09 -0.05 0.03 -0.761
C -2.5701 -0.1977 -1.5092 -0.16 0.20 -0.01 -0.276
C 0.5081 0.9646 -2.8678 0.18 0.00 0.67 -1.237
C -1.8931 1.6276 3.5905 -0.01 0.09 0.06 -0.810
C 3.3685 0.4462 -0.2287 0.05 0.03 0.10 -1.248
C -1.0696 1.0646 -5.2009 0.01 -0.01 0.04 -0.079
C -0.8163 -3.0865 1.3082 -0.05 -0.03 -0.20 0.149
H -2.7064 3.0445 4.9653 0.01 0.00 -0.03 0.411
H 2.9953 -4.7652 2.3327 -0.02 0.03 -0.01 0.451
H -2.8062 -4.6575 -1.5163 0.01 0.00 0.03 0.455
H -2.2517 0.7636 4.1369 0.00 0.03 -0.03 0.509
H 2.0565 2.7088 -0.0581 0.03 -0.05 0.00 0.403
H 3.0439 1.5864 2.0338 0.05 -0.10 -0.01 0.614
H 0.6816 1.8186 -6.1346 0.02 -0.01 0.01 0.456
H 3.4026 -0.2908 -1.0199 -0.01 -0.05 0.01 0.266
H -0.2260 -2.6117 2.0813 -0.03 0.01 0.02 0.373
H -4.4877 -0.4663 -2.4384 0.03 0.00 0.00 0.497
H -1.6702 -2.4920 -1.7741 0.01 0.01 -0.05 0.443
H 2.0356 -4.2961 0.0857 0.02 0.02 0.04 0.500
H 3.3150 1.4240 -0.6882 0.00 0.02 0.01 0.518
H -2.6063 -5.8736 0.6664 0.00 0.02 -0.01 0.417
H -0.1123 4.2313 -0.3503 -0.03 0.02 -0.01 0.548
H -3.6714 0.2120 -4.6821 0.01 0.01 0.01 0.371
H -1.2543 -4.8156 2.4857 0.00 0.00 -0.02 0.444
H 4.2549 0.3681 0.4037 0.03 0.03 -0.03 0.379
H -1.4133 3.0788 -0.7147 -0.01 0.00 0.00 0.387
H 3.4746 -2.8969 3.8819 0.00 -0.01 -0.04 0.439
H 0.1846 2.9215 -1.4879 0.05 0.04 -0.01 0.158
H -1.8943 5.0159 3.6869 0.00 -0.04 0.00 0.417
H 1.6162 3.4067 1.4973 -0.08 0.07 -0.03 0.688
H -2.8895 -0.4947 -0.5188 0.06 -0.03 0.02 0.592
H 1.4139 1.0235 2.4303 -0.04 0.03 0.00 0.481
H 3.1171 -0.5606 3.1594 -0.03 -0.04 -0.01 0.469
H -0.6065 4.6867 1.6261 -0.01 -0.02 0.03 0.353
```
Forces are in eV/Å.

2S+1 = 2
E = -7502.2085 hartree
HOMO (spin up / spin down) = -10.393 / -10.342 eV
Net charge = +1
⟨S²⟩ = 0.756